Record 1
# C3H9N3

A single C3H9N3 molecule in a non-equilibrium geometry (ωB97M-V/def2-TZVPD, the Open Molecules 2025 dataset).

ORCA input file:
```
! RIJCOSX wB97M-V def2-TZVPD def2/J DEFGRID3
* xyz 0 1
H -0.7302 1.6153 -1.1529
N -1.3687 0.8466 -0.9277
C -0.6639 -0.0425 -0.2808
C -1.3964 -1.3706 0.1296
N 0.6597 0.1341 0.0000
C 1.3085 -0.8396 0.8689
N 1.1962 1.3937 0.0126
H -1.0162 -2.1939 -0.4627
H -2.4962 -1.3551 -0.0680
H -1.2119 -1.5777 1.1827
H 0.8425 -0.9012 1.8826
H 1.2528 -1.9255 0.3142
H 2.3976 -0.5931 1.0010
H 1.5523 1.7047 -0.9527
H 0.5105 2.1213 0.3548
*
```

## Properties
**Relative energy (zero: lowest compared OMol25 entry of this formula, charge and spin)**: 45.2 kcal per mole
**E**: -283.91107 a.u.
**SMILES**: [H]/N=C(/C)N(C)N
**Orbital gap**: 9.54 eV



Record 2
# C4H9O2

2 unconnected molecules or ions with the total composition C4H9O2 in a non-equilibrium geometry (ωB97M-V/def2-TZVPD, the Open Molecules 2025 dataset).

ORCA input file:
```
! RIJCOSX wB97M-V def2-TZVPD def2/J DEFGRID3
* xyz -1 1
C -1.2246 -0.0658 0.4014
C -2.1707 -1.0708 1.0482
H -0.1920 -0.2085 0.5729
H -1.4456 0.2118 -0.8090
H -1.4060 1.0150 0.5685
H -2.0314 -2.0723 0.5242
H -3.2713 -0.8316 0.9760
H -1.6658 -1.2134 2.0737
C 2.5015 0.4607 -0.3726
C 1.1185 0.8170 -1.1924
O 0.4073 1.7615 -0.7312
O 0.9884 0.1569 -2.2356
H 2.6909 0.8554 0.5859
H 3.3847 0.7895 -0.9923
H 2.3162 -0.6054 -0.4178
*
```

## Properties
**Relative energy (zero: lowest compared OMol25 entry of this formula, charge and spin)**: 36.5 kcal per mole
**E**: -308.28675 a.u.
**Orbital gap**: 7.84 eV



Record 3
# C5H4N2O

A single C5H4N2O molecule in a non-equilibrium geometry (ωB97M-V/def2-TZVPD, the Open Molecules 2025 dataset).

ORCA input file:
```
! RIJCOSX wB97M-V def2-TZVPD def2/J DEFGRID3
* xyz 0 1
C -0.6528 -0.0130 -1.6412
C -0.2961 0.6475 -0.5962
C 0.1600 0.0074 0.6973
O -0.8815 0.2750 1.7070
C 1.3031 0.7445 1.0681
N 2.2887 1.2921 1.3107
C 0.5874 -1.3404 0.5160
N 1.0304 -2.4062 0.3873
H -0.9300 0.4025 -2.6103
H -0.5272 -1.0868 -1.8771
H -0.4197 1.7213 -0.5365
H -1.6623 -0.2439 1.5748
*
```

## Properties
**Relative energy (zero: lowest compared OMol25 entry of this formula, charge and spin)**: 47.2 kcal per mole
**E**: -377.58890 a.u.
**SMILES**: C=CC(O)(C#N)C#N
**Orbital gap**: 11.48 eV



Record 4
# C34H66INO10

10 unconnected molecules or ions with the total composition C34H66INO10 in a non-equilibrium geometry (ωB97M-V/def2-TZVPD, the Open Molecules 2025 dataset).

ORCA input file:
```
! RIJCOSX wB97M-V def2-TZVPD def2/J DEFGRID3
* xyz 0 1
C 7.3623 -0.3760 2.3574
C 7.7022 -1.5797 3.4190
I 6.6465 -1.4383 5.3320
C 9.3250 -1.6212 3.7107
C 9.8300 -0.1800 4.3070
C 11.0586 0.2360 3.2998
C 11.8637 1.3638 4.2278
N 11.5649 0.9513 5.6659
C 10.4602 -0.0799 5.8170
O 10.1317 -0.6706 6.9743
H 7.1832 0.6094 3.0010
H 6.4256 -0.5626 1.6799
H 8.3578 -0.1686 1.7492
H 7.4298 -2.5988 2.9002
H 9.8893 -1.7687 2.6696
H 9.5882 -2.4972 4.4625
H 9.0468 0.7155 4.3030
H 10.5133 0.7009 2.3500
H 11.7761 -0.6775 3.0518
H 11.3044 2.3567 3.9337
H 13.0062 1.4185 3.9176
H 11.3215 1.8872 6.1071
C 6.6903 3.8834 2.5346
C 8.1792 3.9247 2.7527
C 8.7974 5.2606 3.0681
O 8.8643 2.9061 2.6762
H 6.3840 2.8549 2.3159
H 6.1731 4.2179 3.4374
H 6.4216 4.5166 1.6852
H 8.3741 5.6563 3.9947
H 8.6226 5.9550 2.2425
H 9.8776 5.1382 3.2004
C 2.1242 3.7051 1.2690
C 3.1376 2.9630 2.0986
C 2.6694 2.3736 3.4023
O 4.3035 2.8429 1.7256
H 2.6033 4.0753 0.3564
H 1.3097 3.0326 0.9883
H 1.7367 4.5583 1.8315
H 1.8793 1.6418 3.2166
H 2.3063 3.1676 4.0598
H 3.5074 1.8677 3.8934
C -2.7502 2.7786 0.8871
C -1.8985 4.0197 0.8964
C -2.5985 5.3428 0.7365
O -0.6774 3.9553 1.0295
H -2.1105 1.8985 1.0118
H -3.4644 2.8119 1.7137
H -3.2763 2.6962 -0.0674
H -3.3058 5.4904 1.5564
H -3.1177 5.3747 -0.2247
H -1.8588 6.1500 0.7622
C -4.1907 -0.1144 -3.2560
C -3.5337 -0.1657 -1.9025
C -2.0318 -0.0745 -1.8565
O -4.1985 -0.2779 -0.8738
H -5.2766 -0.1909 -3.1353
H -3.9591 0.8349 -3.7455
H -3.8468 -0.9522 -3.8678
H -1.7041 0.8766 -2.2837
H -1.5918 -0.9105 -2.4060
H -1.6971 -0.1247 -0.8149
C -8.7972 -1.4830 -4.5082
C -7.7838 -2.2251 -3.6786
C -8.2519 -2.8144 -2.3749
O -6.6179 -2.3452 -4.0515
H -8.3181 -1.1128 -5.4208
H -9.6117 -2.1555 -4.7888
H -9.1847 -0.6298 -3.9457
H -9.0421 -3.5463 -2.5606
H -8.6151 -2.0205 -1.7174
H -7.4140 -3.3204 -1.8838
C 5.0283 0.8181 -1.3345
C 5.0664 -0.6793 -1.1851
C 4.5210 -1.5039 -2.3202
O 5.5255 -1.2087 -0.1742
H 5.4546 1.2831 -0.4392
H 5.6212 1.1201 -2.2015
H 3.9942 1.1543 -1.4447
H 5.0913 -1.3054 -3.2311
H 3.4643 -1.2712 -2.4743
H 4.6134 -2.5669 -2.0735
C -7.0985 2.3248 -3.7554
C -8.5812 2.5401 -3.6093
C -9.0883 3.9550 -3.6923
O -9.3489 1.5962 -3.4289
H -6.8774 1.2552 -3.6743
H -6.7668 2.6773 -4.7353
H -6.5663 2.8533 -2.9605
H -8.8452 4.3801 -4.6694
H -8.6448 4.5561 -2.8945
H -10.1766 3.9581 -3.5696
C -10.5991 -7.6841 -2.3717
C -10.5452 -6.2528 -1.9087
C -10.7946 -5.9861 -0.4483
O -10.3065 -5.3363 -2.6935
H -10.4000 -7.7252 -3.4479
H -9.8377 -8.2715 -1.8525
H -11.5930 -8.0981 -2.1839
H -10.0419 -6.4979 0.1566
H -11.7972 -6.3245 -0.1749
H -10.7241 -4.9098 -0.2589
C -3.9107 -4.0355 -2.6315
C -2.8973 -4.7776 -1.8019
C -3.3654 -5.3669 -0.4982
O -1.7314 -4.8977 -2.1748
H -3.4316 -3.6653 -3.5441
H -4.7252 -4.7080 -2.9121
H -4.2982 -3.1823 -2.0690
H -4.1556 -6.0988 -0.6839
H -3.7286 -4.5730 0.1593
H -2.5274 -5.8729 -0.0071
*
```

## Properties
**E**: -2439.78704 a.u.
**SMILES**: C[C@H](I)C[C@@H]1CCNC1=O.CC(C)=O.CC(C)=O.CC(C)=O.CC(C)=O.CC(C)=O.CC(C)=O.CC(C)=O.CC(C)=O.CC(C)=O
**Orbital gap**: 8.74 eV



Record 5
# C12H16O2S

2 unconnected molecules or ions with the total composition C12H16O2S in a non-equilibrium geometry (ωB97M-V/def2-TZVPD, the Open Molecules 2025 dataset).

ORCA input file:
```
! RIJCOSX wB97M-V def2-TZVPD def2/J DEFGRID3
* xyz 0 3
C 2.7131 -2.2578 0.1084
C 2.2437 -1.9230 -1.1584
C 2.2198 -1.5414 1.1815
C 1.4788 -0.8041 -1.3273
C 1.4002 -0.4294 0.9909
C 0.9646 -0.0462 -0.2393
C -1.4673 -2.5315 0.3888
C -1.7559 -1.4855 -0.3834
C 0.8917 2.8263 0.9439
C -0.9605 3.2518 -0.5431
C 0.1529 1.0311 -0.7312
C 0.0135 2.2533 -0.2289
O -3.5545 0.3348 -1.1007
O -3.8087 -1.1603 0.9991
S -2.8739 -0.1073 0.0980
H 3.3410 -3.1759 0.2853
H 2.6526 -2.5742 -1.9476
H 2.5232 -2.0182 2.1878
H 1.1425 -0.3229 -2.3281
H 0.9749 0.1522 1.7513
H -0.8762 -3.3768 -0.1551
H -1.7035 -2.7270 1.4343
H -1.3381 -1.5102 -1.3921
H 0.1652 2.9323 1.7911
H 1.3572 3.7504 0.7562
H 1.7993 2.1595 1.3253
H -0.4541 4.1146 -1.1003
H -1.3880 3.6167 0.3924
H -1.8419 2.8417 -1.1232
H -0.4271 0.7659 -1.5425
H -3.5844 -2.0389 0.6667
*
```

## Properties
**Relative energy (zero: lowest compared OMol25 entry of this formula, charge and spin)**: 0.0 kcal per mole
**E**: -1015.24972 a.u.
**Orbital gap (spin up / spin down)**: 5.49 / 6.83 eV



Record 6
# C5H7ClN2

2 unconnected molecules or ions with the total composition C5H7ClN2 in a non-equilibrium geometry (ωB97M-V/def2-TZVPD, the Open Molecules 2025 dataset).

ORCA input file:
```
! RIJCOSX wB97M-V def2-TZVPD def2/J DEFGRID3
* xyz 0 1
C 0.7189 1.2442 0.2581
C -0.0302 0.3817 -0.3399
N -0.9653 -0.5979 0.1355
C -1.5726 -0.5649 1.4286
C -2.6026 -1.4254 1.3528
N -2.5791 -2.1051 0.1966
C -1.5851 -1.6011 -0.5154
H 1.3533 1.8906 -0.2885
H 0.6692 1.4767 1.3608
H 0.1331 0.1818 -1.4566
H -1.0816 -0.0170 2.2959
H -3.1655 -1.8006 2.1074
H -1.2667 -2.0026 -1.5603
Cl 3.0593 -1.1603 -1.5869
H 2.0834 -0.3619 -1.3957
*
```

## Properties
**Relative energy (zero: lowest compared OMol25 entry of this formula, charge and spin)**: 39.1 kcal per mole
**E**: -764.37020 a.u.
**SMILES**: C=Cn1ccnc1.Cl
**Orbital gap**: 9.99 eV



Record 7
# C3H4N2OS2

A single C3H4N2OS2 molecule in a non-equilibrium geometry (ωB97M-V/def2-TZVPD, the Open Molecules 2025 dataset).

ORCA input file:
```
! RIJCOSX wB97M-V def2-TZVPD def2/J DEFGRID3
* xyz 0 1
N -1.2951 1.7989 -0.1770
C -0.4384 0.8280 -0.2074
N 0.9504 1.0972 -0.0657
C 1.5457 -0.1226 -0.0816
S 3.2821 -0.6664 -0.3133
O 0.6955 -1.0660 0.0826
C -0.5393 -0.5749 -0.1774
S -1.7795 -1.7737 -0.3284
H -1.1588 2.8320 -0.3516
H -2.2806 1.5762 -0.0795
H 3.0078 -1.9421 0.6290
H -1.9900 -1.9866 1.0703
*
```

## Properties
**Relative energy (zero: lowest compared OMol25 entry of this formula, charge and spin)**: 52.1 kcal per mole
**E**: -1097.77147 a.u.
**SMILES**: Nc1nc(S)oc1S
**Orbital gap**: 8.12 eV



Record 8
# C14H28BN3O4

A single C14H28BN3O4 molecule in a non-equilibrium geometry (ωB97M-V/def2-TZVPD, the Open Molecules 2025 dataset).

ORCA input file:
```
! RIJCOSX wB97M-V def2-TZVPD def2/J DEFGRID3
* xyz 0 1
N -1.2607 0.9671 -3.7067
C -0.5759 1.0624 -2.3905
C -0.7782 2.4918 -1.8604
O -0.6272 2.6488 -0.6549
O -1.1143 3.4722 -2.7534
C -1.0513 0.0263 -1.3593
N 0.0922 -0.8923 -1.0476
C -0.2047 -2.2777 -0.5079
C -0.9923 -2.1478 0.8164
C -1.6514 -3.4085 1.3549
C -2.2088 -3.1511 2.7768
N -1.2107 -2.6105 3.6947
C -0.6025 -1.3559 3.2454
C -0.0054 -1.5816 1.8257
C 1.0011 -0.7888 -2.2127
C 0.9282 0.6828 -2.6472
C 1.9045 1.5928 -1.9016
C 1.9319 1.3830 -0.3988
C 2.2372 2.6613 0.3623
B 1.7291 2.6629 1.8536
O 2.6312 2.5443 2.8701
O 0.3555 2.6797 2.0665
H -2.2702 1.0298 -3.5640
H -0.9495 1.7542 -4.2629
H -1.1417 4.3283 -2.2958
H -1.4304 0.5261 -0.4467
H -1.8660 -0.5373 -1.7893
H 0.7202 -2.8816 -0.3926
H -0.7323 -2.8365 -1.2783
H -1.8336 -1.4478 0.6657
H -2.5142 -3.7276 0.7405
H -0.9533 -4.2567 1.3444
H -2.6636 -4.0248 3.2228
H -3.0277 -2.4288 2.6523
H -0.4803 -3.3096 3.7912
H -1.3783 -0.5842 3.2204
H 0.1414 -1.0555 3.9913
H 0.8586 -2.2213 1.8849
H 0.3441 -0.6228 1.4636
H 0.6304 -1.5021 -2.9996
H 1.9889 -1.0968 -1.9337
H 1.1149 0.7873 -3.7416
H 2.9184 1.5257 -2.3387
H 1.5514 2.6087 -2.1465
H 2.6106 0.5804 -0.1420
H 0.9048 1.0308 -0.1406
H 3.2957 2.9833 0.2712
H 1.6635 3.4401 -0.1202
H 2.1020 2.6067 3.7007
H -0.1311 2.6710 1.2180
*
```

## Properties
**Relative energy (zero: lowest compared OMol25 entry of this formula, charge and spin)**: 1.7 kcal per mole
**E**: -1040.44406 a.u.
**SMILES**: N[C@@]1(C(=O)O)CN(CC2CCNCC2)C[C@@H]1CCCB(O)O
**Orbital gap**: 8.58 eV



Record 9
# C32H48IrN7O4

A molecular structure, C32H48IrN7O4 (ωB97M-V/def2-TZVPD, the Open Molecules 2025 dataset).

ORCA input file:
```
! RIJCOSX wB97M-V def2-TZVPD def2/J DEFGRID3
* xyz 3 6
Ir -0.2019 0.3696 0.3235
C 0.7595 3.9349 -1.8200
C 1.8389 3.2809 -0.9660
C 2.1131 4.0452 0.3553
C 0.9913 4.5296 1.3082
C 1.6205 4.8148 2.6692
C 0.2297 5.7577 0.8183
N 0.0297 3.3581 1.5028
C -1.2764 3.5995 2.1980
C -2.4285 3.5789 1.2043
N -2.8087 2.2041 0.8062
C -3.3447 1.4689 1.8472
C -2.3351 0.2451 2.5457
O -2.5059 0.1651 3.7141
O -1.6725 -0.4009 1.6803
C -3.4667 1.9863 -0.5370
C -3.2767 3.1630 -1.4734
C -3.1967 0.5681 -1.1192
C -2.2053 0.2080 -2.2609
C -2.4734 0.9619 -3.5647
C -2.4553 -1.2790 -2.5523
N -0.7265 0.2836 -1.8411
C 0.1805 1.0587 -2.7270
C 1.5843 1.1581 -2.1530
N 1.6659 1.7838 -0.8195
C 2.8034 1.2502 -0.0409
C 2.4924 1.1535 1.4476
O 3.3596 1.2673 2.2697
O 1.2087 0.9743 1.7351
H 0.8922 5.0150 -1.7967
H -0.2520 3.7031 -1.4688
H 0.8366 3.6440 -2.8673
H 2.7762 3.3875 -1.5264
H 2.6409 4.9522 0.0581
H 2.8360 3.4927 0.9536
H 2.3591 5.6095 2.5619
H 2.1333 3.9342 3.0678
H 0.8801 5.1576 3.3960
H 0.9546 6.5286 0.5573
H -0.3978 6.1797 1.6050
H -0.3912 5.5776 -0.0590
H 0.5596 2.6031 1.9779
H -0.1579 2.9535 0.5819
H -1.2330 4.5629 2.6950
H -1.3956 2.8427 2.9729
H -2.1491 4.1512 0.3235
H -3.2921 4.0743 1.6526
H -4.1716 0.8286 1.5428
H -3.5964 2.0674 2.7177
H -4.5317 1.9780 -0.2988
H -2.2369 3.3357 -1.7564
H -3.6874 4.0806 -1.0522
H -3.8445 2.9631 -2.3796
H -4.1615 0.2398 -1.5112
H -2.9895 -0.1059 -0.2842
H -3.5397 0.8953 -3.7866
H -1.9474 0.4895 -4.3958
H -2.2053 2.0124 -3.5531
H -3.4627 -1.4384 -2.9366
H -2.3402 -1.8857 -1.6464
H -1.7543 -1.6377 -3.3118
H -0.4092 -0.6807 -1.8910
H -0.2579 2.0322 -2.9044
H 0.2678 0.5626 -3.6957
H 2.2299 1.6755 -2.8724
H 1.9723 0.1414 -2.0661
H 3.7137 1.8392 -0.1655
H 3.0399 0.2396 -0.3709
N 2.8267 -6.4963 0.6022
C 2.7293 -7.8710 0.7967
C 3.6240 -8.8862 0.7478
C 3.0936 -10.1905 0.9552
C 1.7133 -10.4465 1.1633
C 0.8173 -9.4261 1.1969
C 1.3242 -8.0947 0.9925
N 0.6475 -6.9538 0.9203
C 1.5788 -6.0035 0.6954
C 1.2156 -4.5863 0.5616
C 2.0543 -3.6374 -0.0157
C 1.6167 -2.3280 -0.0975
N 0.4214 -1.9239 0.3558
C -0.3811 -2.8445 0.9082
C -0.0278 -4.1779 1.0202
H 3.6851 -5.9726 0.5262
H 4.6780 -8.7393 0.5515
H 3.7841 -11.0253 0.9591
H 1.3812 -11.4645 1.3101
H -0.2357 -9.5848 1.3884
H 3.0347 -3.8863 -0.4026
H 2.2596 -1.5736 -0.5259
H -1.3265 -2.4929 1.2930
H -0.7047 -4.8854 1.4802
*
```

## Properties
**Relative energy (zero: lowest compared OMol25 entry of this formula, charge and spin)**: 0.0 kcal per mole
**E**: -2035.72774 a.u.
**Orbital gap (spin up / spin down)**: 7.14 / 5.70 eV



Record 10
# C29H59BrIInNO9

A molecular structure, C29H59BrIInNO9 (ωB97M-V/def2-TZVPD, the Open Molecules 2025 dataset).

ORCA input file:
```
! RIJCOSX wB97M-V def2-TZVPD def2/J DEFGRID3
* xyz -1 1
C 3.6293 -4.4325 1.6803
C 4.0007 -3.3299 0.7227
C 4.3103 -3.6272 -0.6046
C 4.6109 -2.6017 -1.4857
C 4.6067 -1.2799 -1.0690
C 4.2984 -0.9467 0.2564
C 4.2342 0.4695 0.7056
In 2.2724 1.2913 0.1236
Br 2.2898 1.3716 -2.4673
I 2.2257 3.9767 0.9951
C 0.4800 0.3567 0.9265
C 0.4938 -1.1769 0.9528
C 0.7578 -1.8324 -0.3983
N -0.4776 -1.8483 -1.1990
C 4.0068 -2.0031 1.1274
H 3.6111 -4.0558 2.7044
H 4.3264 -5.2686 1.6207
H 2.6254 -4.8053 1.4578
H 4.3043 -4.6570 -0.9464
H 4.8441 -2.8317 -2.5196
H 4.8180 -0.4763 -1.7650
H 5.0003 1.0635 0.2052
H 4.3711 0.5393 1.7849
H -0.3666 0.6965 0.3235
H 0.3057 0.7489 1.9323
H 1.2085 -1.5516 1.6904
H -0.4937 -1.5288 1.2958
H 1.1778 -2.8357 -0.2516
H 1.4978 -1.2587 -0.9619
H -1.1686 -2.3892 -0.6870
H -0.3323 -2.3465 -2.0694
H 3.7653 -1.7603 2.1607
C -3.9144 2.2236 -2.9987
O -4.3711 1.4651 -1.9044
C -3.4148 0.5326 -1.4181
C -3.4375 0.4291 0.0872
O -2.9042 1.5500 0.7606
C -3.6622 2.7360 0.8304
C -4.7955 2.7033 1.8278
O -5.8734 1.8906 1.3850
C -6.4772 1.1321 2.4012
H -3.8906 1.6323 -3.9223
H -4.6078 3.0538 -3.1329
H -2.9132 2.6275 -2.8171
H -2.4043 0.8030 -1.7395
H -3.6461 -0.4586 -1.8306
H -2.7623 -0.3905 0.3464
H -4.4394 0.1735 0.4460
H -4.0232 3.0513 -0.1521
H -2.9560 3.4905 1.1863
H -5.1586 3.7326 1.9556
H -4.4168 2.3466 2.7920
H -5.7300 0.6137 3.0126
H -7.1116 0.3878 1.9210
H -7.0999 1.7516 3.0597
C 7.1228 -5.4249 -5.2783
O 7.2665 -6.5838 -4.4897
C 7.3216 -6.3287 -3.0976
C 6.6052 -7.3919 -2.2991
O 5.1962 -7.3568 -2.4085
C 4.5870 -7.8013 -3.6035
C 4.5904 -9.2996 -3.7941
O 5.8781 -9.7928 -4.1184
C 6.1880 -11.0310 -3.5288
H 8.0557 -4.8517 -5.3320
H 6.8512 -5.7465 -6.2827
H 6.3321 -4.7731 -4.8922
H 6.8797 -5.3530 -2.8673
H 8.3714 -6.3125 -2.7735
H 6.8021 -7.1703 -1.2472
H 7.0075 -8.3855 -2.5135
H 4.9969 -7.2979 -4.4820
H 3.5410 -7.5012 -3.5036
H 3.8978 -9.5361 -4.6136
H 4.2151 -9.7779 -2.8821
H 5.9488 -11.0366 -2.4593
H 7.2589 -11.1895 -3.6478
H 5.6549 -11.8585 -4.0126
C -2.5043 8.6350 4.7187
O -3.8806 8.3431 4.6344
C -4.7309 9.4085 5.0050
C -5.9725 9.4539 4.1448
O -5.7525 9.8839 2.8161
C -5.1345 8.9854 1.9117
C -6.0216 7.8641 1.4272
O -6.2514 6.9053 2.4421
C -7.5400 6.3392 2.4300
H -2.1580 8.6597 5.7585
H -1.9712 7.8465 4.1913
H -2.2708 9.5948 4.2452
H -4.2047 10.3674 4.9305
H -5.0487 9.2732 6.0489
H -6.6273 10.2160 4.5760
H -6.4993 8.4973 4.1815
H -4.2009 8.5868 2.3136
H -4.8925 9.5965 1.0391
H -5.5155 7.3812 0.5804
H -6.9706 8.2781 1.0665
H -8.3204 7.1034 2.3384
H -7.6738 5.8178 3.3768
H -7.6510 5.6166 1.6133
*
```

## Properties
**E**: -4934.10717 a.u.
**Orbital gap**: 7.02 eV